{"formula": "C48H120F4N6O12P2S4", "method": "the ωB97M-V functional and the def2-TZVPD basis", "elements": ["C", "C", "C", "O", "C", "N", "H", "H", "H", "H", "H", "H", "H", "H", "H", "H", "H", "H", "C", "C", "C", "O", "C", "N", "H", "H", "H", "H", "H", "H", "H", "H", "H", "H", "H", "H", "C", "C", "C", "O", "C", "N", "H", "H", "H", "H", "H", "H", "H", "H", "H", "H", "H", "H", "C", "C", "C", "O", "C", "N", "H", "H", "H", "H", "H", "H", "H", "H", "H", "H", "H", "H", "C", "C", "C", "C", "P", "C", "C", "C", "C", "C", "C", "C", "C", "C", "C", "C", "C", "H", "H", "H", "H", "H", "H", "H", "H", "H", "H", "H", "H", "H", "H", "H", "H", "H", "H", "H", "H", "H", "H", "H", "H", "H", "H", "H", "H", "H", "H", "H", "H", "H", "H", "H", "H", "C", "C", "C", "C", "P", "C", "C", "C", "C", "C", "C", "C", "C", "C", "C", "C", "C", "H", "H", "H", "H", "H", "H", "H", "H", "H", "H", "H", "H", "H", "H", "H", "H", "H", "H", "H", "H", "H", "H", "H", "H", "H", "H", "H", "H", "H", "H", "H", "H", "H", "H", "H", "H", "N", "S", "O", "O", "F", "S", "O", "O", "F", "N", "S", "O", "O", "F", "S", "O", "O", "F"], "positions_angstrom": [[-10.10599, -8.78969, -4.51293], [-9.02963, -7.69668, -4.74483], [-9.46567, -6.59194, -5.67811], [-9.23037, -7.23814, -7.00315], [-9.55815, -6.53568, -8.18290], [-8.56362, -7.15456, -3.44369], [-8.17272, -7.72385, -2.70665], [-7.76968, -6.53518, -3.52206], [-9.17214, -6.44290, -3.06509], [-9.63402, -9.61586, -3.98114], [-10.39882, -9.21427, -5.47318], [-11.05423, -8.46430, -4.08508], [-8.09105, -8.22897, -4.89926], [-8.89625, -5.66499, -5.74587], [-10.48850, -6.28231, -5.46351], [-9.08635, -7.01348, -9.04151], [-9.14727, -5.52632, -8.16141], [-10.58873, -6.52791, -8.53781], [4.45800, -7.08608, -5.61381], [3.72881, -8.24898, -4.84114], [2.43998, -8.71408, -5.44592], [1.91377, -9.72719, -4.56920], [0.58432, -10.07315, -5.01640], [4.80441, -9.38177, -4.75780], [4.59021, -10.09374, -4.07419], [4.91175, -9.83246, -5.65527], [5.63948, -8.89893, -4.45846], [4.78756, -6.38404, -4.84790], [3.83438, -6.55118, -6.33012], [5.30967, -7.26729, -6.26949], [3.54121, -7.93370, -3.81473], [2.44184, -8.89779, -6.52033], [1.74952, -7.87077, -5.45977], [-0.16611, -9.29912, -4.85572], [0.37073, -10.99550, -4.47624], [0.48738, -10.43705, -6.03927], [-5.32767, 2.41271, 9.14230], [-4.23250, 1.99050, 10.09599], [-2.83983, 1.79840, 9.40037], [-2.87963, 0.48403, 8.85390], [-1.57390, -0.12171, 8.74561], [-4.10554, 3.13929, 11.13296], [-4.90256, 3.36279, 11.71169], [-3.38029, 2.91618, 11.79954], [-3.62045, 3.94724, 10.76963], [-5.09292, 3.28710, 8.53532], [-6.20637, 2.76921, 9.67977], [-5.66778, 1.48129, 8.68968], [-4.53290, 1.06959, 10.59577], [-2.01301, 1.99522, 10.08282], [-2.67960, 2.53833, 8.61620], [-1.11850, 0.39380, 7.90005], [-1.57278, -1.16181, 8.41956], [-0.89898, -0.13245, 9.60144], [0.11988, -5.23187, 0.44265], [-0.85831, -6.42963, 0.70480], [-0.59347, -7.07087, 2.09423], [-0.80324, -6.05301, 3.14741], [-0.70182, -6.71489, 4.43258], [-2.22015, -5.86987, 0.77324], [-2.98346, -6.48718, 1.01069], [-2.19289, -5.14604, 1.47711], [-2.60153, -5.56743, -0.11174], [0.12430, -4.40135, 1.14857], [0.07236, -4.77793, -0.54720], [1.12091, -5.66021, 0.49339], [-0.83251, -7.09909, -0.15501], [0.39150, -7.52918, 2.18301], [-1.17097, -7.98169, 2.25233], [-1.24326, -7.65935, 4.48668], [-1.04779, -6.19177, 5.32406], [0.33228, -6.91866, 4.71047], [5.84505, -1.45251, 3.46601], [6.73607, -0.14173, 3.66939], [7.54538, 0.11214, 2.36766], [7.97445, 1.58363, 2.18391], [9.34640, 1.82538, 0.97591], [9.92905, 3.59742, 0.88111], [11.12888, 4.01908, -0.03884], [11.62183, 5.53065, 0.15194], [11.77033, 6.02608, 1.60131], [8.49485, 1.42056, -0.60349], [7.41336, 2.35315, -1.15097], [6.61092, 1.76980, -2.34588], [5.51840, 0.75414, -1.96182], [10.66778, 0.60353, 1.30569], [11.34203, 0.78494, 2.68531], [12.71922, 0.23939, 2.70206], [13.60261, 0.57446, 3.84684], [5.74062, -2.11764, 4.32320], [6.23752, -2.11584, 2.69525], [4.85492, -1.14054, 3.13372], [7.33672, -0.32617, 4.56005], [5.99249, 0.62629, 3.88227], [7.10731, -0.26628, 1.44409], [8.44905, -0.48261, 2.50098], [8.14332, 2.08927, 3.13465], [7.21752, 2.21717, 1.72158], [10.09488, 3.85842, 1.92632], [9.05214, 4.16464, 0.56903], [11.09489, 3.76409, -1.09805], [11.92060, 3.39358, 0.37351], [10.90449, 6.16645, -0.36699], [12.55670, 5.69770, -0.38303], [12.12828, 5.25079, 2.27874], [10.78537, 6.04084, 2.06795], [12.27232, 6.95263, 1.87988], [8.06947, 0.42231, -0.50050], [9.19106, 1.24470, -1.42354], [7.99644, 3.23197, -1.42628], [6.80045, 2.76325, -0.34831], [7.21740, 1.34405, -3.14526], [6.13541, 2.64734, -2.78396], [4.83777, 0.36983, -2.72153], [4.80463, 1.31597, -1.35932], [6.07239, -0.05936, -1.49341], [11.42900, 0.60460, 0.52553], [10.22649, -0.38234, 1.15940], [10.83486, 0.58004, 3.62811], [11.43273, 1.86839, 2.76282], [13.08654, 0.72559, 1.79829], [12.85330, -0.80259, 2.41158], [13.32253, 0.05811, 4.76501], [13.39521, 1.62675, 4.04115], [14.65562, 0.36342, 3.66043], [-4.85608, 2.85396, 2.02733], [-5.33056, 4.22801, 1.55681], [-4.37439, 5.26265, 1.02460], [-5.07242, 6.29325, 0.04028], [-3.94568, 7.43777, -0.89940], [-2.80019, 6.37885, -1.84659], [-3.45881, 5.77545, -3.18163], [-2.53844, 4.88991, -3.99814], [-1.39292, 5.53086, -4.82187], [-2.97728, 8.29909, 0.39570], [-3.73024, 9.43206, 1.19097], [-2.66931, 10.45197, 1.85027], [-2.00352, 11.34697, 0.85507], [-5.06588, 8.44101, -1.88168], [-4.66960, 9.60121, -2.85722], [-5.74759, 10.05308, -3.83187], [-6.97122, 10.68244, -3.16971], [-4.10343, 2.75060, 2.80895], [-4.34751, 2.27115, 1.25936], [-5.67055, 2.18018, 2.29328], [-6.02746, 4.79183, 2.17692], [-6.03129, 4.06498, 0.73796], [-3.51887, 4.85111, 0.48904], [-3.94391, 5.80300, 1.86770], [-5.72498, 6.98523, 0.57266], [-5.89512, 5.87317, -0.53831], [-2.50452, 5.50545, -1.26533], [-1.84520, 6.89148, -1.96199], [-3.65325, 6.64666, -3.80716], [-4.41527, 5.26518, -3.06799], [-3.13076, 4.49078, -4.82153], [-2.35119, 4.09365, -3.27773], [-0.57951, 5.89550, -4.19457], [-1.82789, 6.37312, -5.35992], [-0.92914, 4.77689, -5.45792], [-1.99965, 8.54101, -0.02121], [-2.74204, 7.46749, 1.05993], [-4.48339, 9.25960, 1.95981], [-4.22896, 9.95576, 0.37542], [-1.91672, 9.95259, 2.46046], [-3.14087, 10.94983, 2.69754], [-2.62723, 12.13112, 0.42591], [-1.61217, 10.66367, 0.10139], [-1.11296, 11.85066, 1.23096], [-5.57438, 9.02157, -1.11195], [-5.74970, 7.70883, -2.31109], [-3.80509, 9.26232, -3.42808], [-4.33183, 10.45961, -2.27655], [-5.99746, 9.22258, -4.49212], [-5.34014, 10.83362, -4.47440], [-7.47082, 9.92197, -2.56956], [-7.70873, 10.95780, -3.92361], [-6.74763, 11.55909, -2.56176], [-5.97554, -9.40304, 1.27056], [-5.74932, -10.94348, 0.87338], [-6.97555, -11.62842, 0.51457], [-4.62268, -11.59328, 1.48286], [-5.09101, -10.74241, -0.56860], [-6.38563, -9.58908, 2.70430], [-5.48849, -9.12545, 3.78821], [-7.35310, -10.66339, 2.97489], [-7.31788, -8.30861, 2.72332], [-4.34384, -3.66343, -3.82149], [-3.52382, -3.50485, -5.38862], [-2.07417, -3.19312, -5.45873], [-4.39084, -3.01363, -6.49347], [-3.53890, -5.12383, -5.54269], [-4.45476, -2.20618, -3.69248], [-5.61053, -1.45244, -4.19658], [-3.19902, -1.52252, -3.31726], [-4.96858, -2.24523, -2.17495]], "max_force_ha_per_bohr": 0.2385, "lumo_energy_ev": -6.395, "homo_ev": -13.032, "charge": 4, "orbital_gap_ev": 6.6364}